The molecule C19H28N2O3S2. Source: OMol25; level of theory: ωB97M-V/def2-TZVPD.

ORCA input file:
```
! wB97M-V def2-TZVPD RIJCOSX def2/J DEFGRID3
* xyz 0 1
C -0.06578 -3.66561 -1.12055
S -0.34822 -2.45698 0.18865
C -0.95974 -1.06329 -0.79394
C -0.01576 -0.75105 -1.94231
O -0.29688 -1.10825 -3.07563
N 1.14289 -0.11482 -1.66274
C 1.65186 0.32524 -0.37337
C 3.14236 0.01547 -0.47320
C 3.47575 -1.45234 -0.13089
S 4.00754 -2.29503 -1.65158
C 4.53410 -0.72870 -2.38119
C 3.48091 0.29589 -1.96198
C 3.97576 1.72386 -2.17037
C 2.14805 0.05352 -2.70650
C -2.44443 -1.20193 -1.21457
N -2.78170 -0.24585 -0.16262
C -4.03369 0.07150 0.24266
O -4.99735 -0.40522 -0.33042
C -4.25032 0.98506 1.45707
C -3.18332 2.04837 1.75900
C -2.41219 1.46431 2.93968
C -0.95130 1.70659 3.16542
C -1.97258 2.33471 4.07693
C -3.03815 0.10480 3.19711
O -4.33852 0.18732 2.63650
C -1.39506 0.08434 0.15183
H 0.18211 -4.60275 -0.62552
H -0.96667 -3.80257 -1.71618
H 0.76008 -3.36598 -1.76387
H 1.48688 1.40109 -0.23976
H 1.17432 -0.20375 0.44818
H 3.71666 0.67736 0.17709
H 4.27403 -1.49936 0.60889
H 2.61058 -1.98313 0.26545
H 5.52001 -0.44493 -2.00656
H 4.59631 -0.83937 -3.46408
H 4.15947 1.92113 -3.22816
H 3.23534 2.44842 -1.82384
H 4.90447 1.89927 -1.62425
H 2.16860 -0.84705 -3.31929
H 1.89607 0.89628 -3.35621
H -2.65088 -0.83793 -2.22041
H -2.88895 -2.18605 -1.07393
H -5.23700 1.41470 1.29757
H -2.55248 2.26416 0.89681
H -3.67203 2.97964 2.04441
H -0.35627 0.89077 3.55896
H -0.42862 2.35032 2.46871
H -2.14004 3.40017 3.98806
H -2.06355 1.94278 5.08141
H -2.46834 -0.70393 2.71941
H -3.14431 -0.12845 4.25618
H -1.10252 -0.02393 1.19535
H -1.08751 1.07120 -0.20741
*
```

Properties
- relative energy (zero: lowest compared OMol25 entry of this formula, charge and spin) (eV) = 1.277
- gap between HOMO and LUMO (Eh) = 0.33567
- maximum force (Eh/bohr) = 0.0007
- E_HOMO (hartree) = -0.32233
- structure (SMILES) = CSC1(C(=O)N2C[C@H]3CSC[C@@]3(C)C2)CN(C(=O)[C@@H]2CC3(CC3)CO2)C1